Density functional theory data (wB97M-V/def2-TZVPD) for a single C29H28FN3O2S molecule.

Summary:
* energy above the lowest of the compared OMol25 structures with the same formula, charge and spin: 0.000 eV
* maximum force: 0.7 eV/Å
* HOMO-LUMO gap: 8.7 eV

Each line ends with the natural charge from an NBO analysis.
Geometry (Å):
1 O 2.7289 1.8351 0.8270  -0.637
2 C 1.8764 1.2797 0.1688  0.724
3 N 1.4943 1.6416 -1.0624  -0.629
4 C 1.8367 2.9304 -1.6316  -0.055
5 C 2.3630 2.7620 -3.0588  -0.400
6 C 1.2614 2.3292 -4.0235  -0.401
7 C 0.1034 3.3217 -3.9900  -0.398
8 C -0.4601 3.4369 -2.5771  -0.401
9 C 0.6251 3.8678 -1.5931  -0.414
10 C 1.2590 -0.0468 0.6927  -0.155
11 C 0.2881 -0.7424 -0.2232  -0.057
12 C -0.9885 -0.1863 -0.4664  -0.242
13 C -1.9115 -0.8493 -1.2228  -0.200
14 C -1.6142 -2.1162 -1.7670  0.216
15 N -2.5689 -2.7694 -2.4576  -0.427
16 C -2.2942 -3.9496 -2.9348  0.057
17 C -1.0494 -4.5895 -2.7853  -0.256
18 C -0.0600 -3.9427 -2.0982  -0.142
19 C -0.3213 -2.6673 -1.5546  -0.132
20 C 0.6140 -1.9496 -0.7872  -0.120
21 N 0.6664 0.2151 2.0019  -0.415
22 C 0.7781 -0.8560 2.9709  -0.249
23 C 0.0919 -2.0970 2.4540  0.026
24 C -1.2618 -2.0534 2.1371  -0.203
25 C -1.8902 -3.1430 1.5662  -0.270
26 C -1.1476 -4.2845 1.3238  0.404
27 F -1.7442 -5.3468 0.7452  -0.325
28 C 0.1912 -4.3682 1.6561  -0.291
29 C 0.8059 -3.2637 2.2190  -0.212
30 C 0.0365 1.3871 2.2216  0.669
31 O -0.1205 2.2252 1.3510  -0.616
32 C -0.4640 1.6267 3.6025  -0.298
33 C 0.1366 2.3651 4.5747  -0.223
34 C -0.6567 2.4883 5.7389  -0.253
35 C -1.8501 1.8552 5.6269  -0.405
36 S -2.0377 1.0921 4.0969  0.439
37 H 0.7053 1.1710 -1.4774  0.408
38 H 2.6284 3.3324 -0.9908  0.238
39 H 2.7725 3.7187 -3.3884  0.202
40 H 3.1729 2.0300 -3.0603  0.213
41 H 1.6690 2.2672 -5.0348  0.211
42 H 0.8994 1.3337 -3.7548  0.189
43 H -0.6806 3.0020 -4.6797  0.207
44 H 0.4595 4.3010 -4.3182  0.193
45 H -1.2718 4.1667 -2.5597  0.213
46 H -0.8822 2.4758 -2.2740  0.188
47 H 0.2274 3.8756 -0.5773  0.238
48 H 0.9585 4.8772 -1.8409  0.201
49 H 2.1183 -0.7067 0.8668  0.232
50 H -1.2292 0.7738 -0.0358  0.246
51 H -2.8903 -0.4355 -1.4077  0.228
52 H -3.0964 -4.4390 -3.4727  0.192
53 H -0.8948 -5.5711 -3.2054  0.222
54 H 0.9132 -4.3913 -1.9523  0.215
55 H 1.5899 -2.3856 -0.6221  0.206
56 H 0.3212 -0.5291 3.9075  0.239
57 H 1.8383 -1.0604 3.1587  0.204
58 H -1.8254 -1.1521 2.3262  0.219
59 H -2.9343 -3.1145 1.2992  0.236
60 H 0.7365 -5.2785 1.4632  0.230
61 H 1.8553 -3.3118 2.4713  0.214
62 H 1.1129 2.7994 4.4582  0.236
63 H -0.3464 3.0280 6.6152  0.229
64 H -2.6430 1.7857 6.3444  0.239


Density functional theory data (wB97M-V/def2-TZVPD) for a molecular structure, C29H28IN8O2Ti.

Summary:
* multiplicity: 4
* energy above the lowest of the compared OMol25 structures with the same formula, charge and spin: 0.475 eV
* maximum force: 0.6 eV/Å
* HOMO-LUMO gap (spin up / spin down): 4.5 / 6.9 eV
* <S²>: 3.7891

Each line ends with the natural charge from an NBO analysis.
Geometry (Å):
1 Ti -0.2732 1.1445 0.8317  1.339
2 C 2.9688 3.7916 -0.5135  -0.061
3 C 2.1083 3.1155 0.2995  -0.009
4 N 1.0987 2.3519 -0.1943  -0.603
5 C 0.9279 2.3972 -1.5653  0.015
6 C 1.8494 3.0885 -2.3559  0.067
7 N 2.8726 3.7611 -1.8699  -0.437
8 C -0.2616 1.7563 -2.0645  0.267
9 C -0.6356 1.6357 -3.4026  -0.301
10 C -1.8188 0.9757 -3.7191  0.080
11 C -2.5970 0.4285 -2.7002  -0.283
12 C -2.1824 0.5614 -1.3782  0.195
13 N -1.0463 1.2429 -1.0875  -0.592
14 C -2.8469 0.0244 -0.2140  0.034
15 C -4.1100 -0.5672 -0.2345  0.057
16 N -4.7568 -0.9803 0.8381  -0.442
17 C -4.1325 -0.7316 2.0264  -0.071
18 C -2.9042 -0.1495 2.1007  -0.024
19 N -2.1842 0.1903 0.9971  -0.619
20 C -2.2315 0.8372 -5.1329  -0.022
21 C -2.8037 -0.3349 -5.6163  -0.255
22 C -3.1611 -0.4124 -6.9529  0.039
23 N -2.9946 0.5809 -7.8224  -0.417
24 C -2.4517 1.7039 -7.3562  0.041
25 C -2.0575 1.8792 -6.0398  -0.253
26 H 3.7653 4.3925 -0.0935  0.196
27 H 2.1860 3.1782 1.3782  0.201
28 H 1.7415 3.0897 -3.4353  0.187
29 H -0.0050 2.0207 -4.1908  0.218
30 H -3.5182 -0.0819 -2.9422  0.218
31 H -4.6239 -0.6980 -1.1815  0.187
32 H -4.6729 -1.0006 2.9250  0.196
33 H -2.4532 0.0808 3.0606  0.203
34 H -2.9494 -1.1873 -4.9650  0.219
35 H -3.6011 -1.3212 -7.3494  0.192
36 H -2.3298 2.5079 -8.0736  0.194
37 H -1.6413 2.8251 -5.7187  0.224
38 O 0.9775 0.8590 2.5756  -0.648
39 C 2.1343 0.8913 2.9805  0.753
40 C 3.2925 0.4186 2.1632  -0.508
41 C 3.3623 -1.0980 2.4848  -0.370
42 C 3.2720 -1.5116 3.9704  -0.413
43 C 1.9145 -1.2795 4.6714  -0.430
44 C 1.7105 0.1579 5.1930  -0.220
45 N 2.4045 1.1005 4.3018  -0.599
46 H 4.2172 0.9182 2.4582  0.222
47 H 3.1123 0.5777 1.1018  0.258
48 H 4.2944 -1.4878 2.0733  0.223
49 H 2.5494 -1.5897 1.9451  0.199
50 H 4.0778 -1.0379 4.5428  0.195
51 H 3.4843 -2.5818 4.0050  0.224
52 H 1.8117 -1.9775 5.5038  0.223
53 H 1.1153 -1.5225 3.9655  0.202
54 H 2.1338 0.2841 6.1878  0.209
55 H 0.6558 0.4187 5.2389  0.228
56 H 3.3976 1.1112 4.4800  0.378
57 O 0.5924 -0.6833 0.1887  -0.588
58 N 0.4108 -1.9103 0.6088  0.080
59 C 0.9629 -2.8975 -0.1233  0.028
60 C 0.8222 -4.2132 0.2488  -0.222
61 C 0.1018 -4.5362 1.3896  -0.172
62 C -0.4504 -3.5041 2.1280  -0.205
63 C -0.2816 -2.1962 1.7265  0.018
64 H 1.4945 -2.5584 -0.9992  0.247
65 H 1.2738 -4.9797 -0.3646  0.241
66 H -0.0241 -5.5662 1.6920  0.235
67 H -1.0233 -3.7000 3.0233  0.243
68 H -0.6888 -1.3456 2.2421  0.257
69 I -1.3817 3.3433 2.1089  -0.466


Density functional theory data (wB97M-V/def2-TZVPD) for a molecular structure, C29H28N4O10S2Tc in a non-equilibrium geometry.

Summary:
* multiplicity: 2
* energy above the lowest of the compared OMol25 structures with the same formula, charge and spin: 0.000 eV
* maximum force: 1.0 eV/Å
* HOMO-LUMO gap (spin up / spin down): 6.2 / 7.8 eV
* <S²>: 1.2314

Each line ends with the Löwdin charge.
Geometry (Å):
1 Tc 1.4004 -0.1786 -0.7318  1.660
2 C 4.5121 0.4695 -0.2670  -0.055
3 N 3.4598 -0.5015 0.1235  -0.268
4 C 3.9615 -1.8670 -0.2521  -0.050
5 C 3.2228 -0.3639 1.5649  -0.188
6 C 4.0776 -0.8976 2.5020  -0.004
7 C 3.8787 -0.6324 3.8522  -0.046
8 C 2.8507 0.2133 4.2531  -0.055
9 C 1.9952 0.7680 3.3206  0.017
10 C 2.1408 0.4461 1.9696  -0.189
11 N 1.3287 0.8636 0.9277  -0.027
12 C 0.3852 1.8924 0.8564  -0.202
13 C -0.5375 2.2635 1.8252  0.000
14 C -1.5013 3.2119 1.5132  -0.055
15 C -1.5480 3.7855 0.2518  -0.043
16 C -0.6317 3.4103 -0.7309  0.000
17 C 0.3207 2.4686 -0.4311  -0.212
18 N 1.3357 1.9858 -1.3706  -0.265
19 C 1.0008 2.1178 -2.8161  -0.049
20 C 2.5453 2.8215 -1.1404  -0.061
21 H 5.4663 0.1899 0.1850  0.098
22 H 4.2512 1.4651 0.0742  0.066
23 H 4.6183 0.4613 -1.3518  0.100
24 H 3.8442 -1.9986 -1.3263  0.092
25 H 5.0152 -1.9673 0.0122  0.088
26 H 3.3802 -2.6343 0.2374  0.092
27 H 4.9059 -1.5240 2.1956  0.120
28 H 4.5353 -1.0761 4.5887  0.111
29 H 2.7059 0.4346 5.3030  0.113
30 H 1.2022 1.4279 3.6401  0.104
31 H -0.5780 1.7467 2.7749  0.109
32 H -2.2445 3.4696 2.2580  0.117
33 H -2.3168 4.5088 0.0120  0.112
34 H -0.7001 3.8276 -1.7271  0.123
35 H 1.7584 1.5755 -3.3802  0.094
36 H 0.0329 1.6765 -3.0191  0.071
37 H 1.0123 3.1691 -3.1174  0.093
38 H 2.3204 3.8618 -1.3816  0.103
39 H 3.3514 2.4721 -1.7826  0.088
40 H 2.8470 2.7706 -0.0971  0.080
41 O 0.3786 -3.9296 1.2113  -0.253
42 S 0.0694 -2.6455 0.6638  0.537
43 O -0.4861 -1.6770 1.5840  -0.301
44 O 1.2909 -2.0390 -0.0128  -0.502
45 C -1.1028 -2.8718 -0.6714  -0.225
46 C -2.3733 -3.2290 -0.2466  -0.054
47 C -3.4229 -3.2772 -1.1506  -0.059
48 C -3.2084 -2.9384 -2.4751  -0.055
49 C -1.9323 -2.6191 -2.9211  -0.049
50 C -0.8633 -2.6031 -2.0353  -0.222
51 S 0.7628 -2.4816 -2.8167  0.552
52 O 1.5548 -3.5275 -2.2380  -0.279
53 O 0.5271 -2.5511 -4.2300  -0.286
54 O 1.3934 -1.0948 -2.5179  -0.486
55 H -2.5251 -3.4527 0.8039  0.127
56 H -4.4118 -3.5655 -0.8136  0.111
57 H -4.0341 -2.9375 -3.1761  0.111
58 H -1.7388 -2.4000 -3.9614  0.116
59 O -1.8175 0.6394 -2.6238  0.058
60 C -1.7195 0.3472 -1.4392  -0.551
61 O -0.6603 -0.0656 -0.8083  -0.189
62 C -2.9603 0.3387 -0.5879  -0.105
63 C -4.1926 0.5599 -1.1914  0.002
64 C -5.3593 0.5349 -0.4382  -0.049
65 C -5.2978 0.2783 0.9233  0.000
66 C -4.0571 0.0792 1.4987  -0.132
67 C -2.8848 0.1050 0.7755  0.046
68 N -3.9789 -0.1831 2.9469  -0.343
69 O -4.9101 -0.7743 3.4639  0.081
70 O -2.9986 0.2298 3.5419  0.075
71 H -4.2118 0.7396 -2.2586  0.122
72 H -6.3174 0.7166 -0.9092  0.108
73 H -6.1858 0.2388 1.5383  0.120
74 H -1.9314 -0.0772 1.2537  0.095